{"formula": "C31H75N10O10", "method": "the ωB97M-V functional and the def2-TZVPD basis", "species": ["C", "C", "C", "O", "C", "N", "H", "H", "H", "H", "H", "H", "H", "H", "H", "H", "H", "H", "C", "C", "O", "N", "C", "H", "H", "H", "H", "H", "H", "H", "C", "C", "O", "N", "C", "H", "H", "H", "H", "H", "H", "H", "C", "C", "O", "N", "C", "H", "H", "H", "H", "H", "H", "H", "C", "C", "O", "N", "C", "H", "H", "H", "H", "H", "H", "H", "C", "C", "O", "N", "C", "H", "H", "H", "H", "H", "H", "H", "C", "C", "O", "N", "C", "H", "H", "H", "H", "H", "H", "H", "C", "C", "O", "N", "C", "H", "H", "H", "H", "H", "H", "H", "C", "C", "O", "N", "C", "H", "H", "H", "H", "H", "H", "H", "C", "C", "O", "N", "C", "H", "H", "H", "H", "H", "H", "H"], "positions_angstrom": [[33.145, 23.370, 27.310], [33.592, 24.477, 28.238], [32.541, 25.549, 28.438], [32.528, 26.383, 27.299], [31.769, 27.481, 27.448], [34.197, 23.892, 29.451], [33.473, 23.490, 30.014], [35.034, 23.250, 29.350], [34.321, 24.643, 30.062], [32.863, 23.799, 26.355], [32.558, 22.607, 27.725], [33.791, 22.850, 26.802], [34.540, 24.719, 27.603], [32.675, 26.234, 29.357], [31.583, 25.253, 28.586], [31.663, 28.171, 26.504], [32.132, 28.127, 28.129], [30.778, 27.248, 27.640], [38.888, 24.761, 29.114], [38.173, 24.918, 30.538], [37.088, 24.493, 30.692], [39.030, 25.366, 31.413], [38.638, 25.550, 32.817], [38.578, 25.630, 28.582], [38.279, 23.803, 28.716], [39.915, 24.682, 29.165], [40.022, 25.628, 31.253], [39.386, 25.590, 33.444], [38.301, 24.698, 33.292], [38.010, 26.383, 32.895], [30.785, 23.793, 32.011], [31.332, 22.986, 30.915], [30.631, 22.824, 29.894], [32.479, 22.452, 31.106], [32.941, 21.235, 30.361], [31.446, 23.787, 32.795], [29.696, 23.649, 32.372], [30.617, 24.675, 31.592], [32.998, 22.616, 31.932], [33.020, 21.188, 29.120], [32.455, 20.378, 30.594], [34.040, 21.086, 30.525], [27.584, 27.228, 29.417], [28.926, 27.388, 30.063], [29.779, 26.553, 30.029], [29.212, 28.539, 30.718], [30.435, 28.743, 31.431], [27.551, 27.842, 28.605], [26.471, 27.588, 30.048], [27.453, 26.390, 29.107], [28.476, 29.285, 30.575], [30.715, 28.035, 32.121], [30.085, 29.775, 31.782], [31.184, 28.884, 30.698], [29.561, 24.508, 27.104], [28.379, 24.488, 26.041], [27.331, 25.017, 26.404], [28.600, 23.944, 24.885], [27.508, 23.874, 23.845], [30.474, 24.711, 26.511], [29.723, 23.458, 27.347], [29.463, 25.113, 27.897], [29.542, 23.597, 24.762], [26.843, 24.935, 23.742], [26.753, 23.290, 24.130], [28.038, 23.613, 22.948], [34.535, 32.985, 26.630], [34.677, 31.523, 26.395], [35.205, 30.737, 27.202], [34.145, 30.924, 25.298], [34.132, 29.565, 24.971], [35.333, 33.743, 26.192], [34.680, 33.186, 27.760], [33.730, 33.491, 26.411], [33.987, 31.723, 24.503], [34.727, 29.540, 23.872], [33.143, 29.126, 24.852], [34.449, 28.729, 25.910], [31.228, 23.232, 22.866], [31.398, 22.146, 24.041], [30.768, 22.215, 25.089], [32.306, 21.256, 23.667], [32.666, 20.176, 24.510], [30.536, 22.789, 22.122], [32.252, 23.399, 22.431], [30.639, 24.175, 23.139], [32.889, 21.329, 22.765], [32.591, 20.320, 25.506], [33.420, 19.383, 24.257], [31.705, 19.536, 24.405], [27.310, 33.040, 27.270], [28.627, 32.978, 28.001], [29.099, 33.858, 28.710], [29.241, 31.855, 27.759], [30.424, 31.261, 28.308], [27.260, 34.056, 26.646], [26.464, 33.047, 27.804], [27.334, 32.285, 26.554], [28.783, 31.335, 27.125], [30.737, 32.272, 28.646], [30.893, 30.515, 27.607], [30.166, 30.718, 29.100], [35.834, 27.861, 29.694], [34.667, 27.368, 30.661], [33.598, 27.902, 30.718], [34.921, 26.247, 31.290], [34.061, 25.730, 32.332], [35.365, 28.503, 29.042], [36.470, 27.078, 29.037], [36.435, 28.642, 30.164], [35.929, 25.909, 31.273], [34.139, 25.993, 33.319], [34.166, 24.819, 32.403], [32.925, 25.767, 31.818], [37.018, 19.883, 27.844], [36.635, 20.636, 29.189], [36.048, 21.737, 29.025], [37.081, 20.167, 30.316], [36.695, 20.864, 31.675], [38.140, 19.846, 27.726], [36.470, 20.157, 26.882], [36.622, 18.839, 27.730], [37.703, 19.533, 30.352], [36.630, 22.042, 31.602], [37.366, 20.812, 32.381], [35.852, 20.293, 32.169]], "total_charge": 1, "energy_ev": -68720.797, "molar_mass_g_mol": 748.00, "de_lowest_kj_mol": 1627.2, "e_lumo_ev": -1.973}